[1]
Formula: C21H31F5P2PbS
Source: OMol25
Level of theory: ωB97M-V/def2-TZVPD

Element x y z (Å)
P1 -3.279 1.655 -1.889
P2 -1.804 -0.518 -3.586
C1 -3.703 1.570 -3.735
C2 -3.410 0.187 -4.305
H1 -3.109 2.359 -4.236
H2 -4.780 1.795 -3.821
H3 -4.213 -0.537 -4.065
H4 -3.269 0.250 -5.398
C3 -0.730 0.076 -4.964
H5 0.244 -0.419 -4.872
H6 -0.597 1.161 -4.879
H7 -1.198 -0.177 -5.924
C4 -2.082 -2.230 -4.196
H8 -2.321 -2.215 -5.268
H9 -2.910 -2.671 -3.624
H10 -1.163 -2.802 -4.012
C5 -3.400 3.488 -1.785
H11 -3.331 3.764 -0.726
H12 -4.354 3.823 -2.213
H13 -2.557 3.922 -2.337
C6 -4.978 1.255 -1.302
H14 -5.175 0.188 -1.460
H15 -5.704 1.865 -1.855
H16 -5.025 1.483 -0.230
Pb1 1.851 -1.786 3.531
C7 0.668 -1.559 -0.172
C8 1.394 -0.576 -0.716
C9 0.873 0.747 -1.198
C10 0.859 1.906 -0.173
C11 0.221 1.647 1.156
C12 -0.727 0.745 1.423
C13 -1.424 -0.147 0.436
C14 -0.799 -1.522 0.164
C15 1.846 0.331 4.285
H17 1.159 -2.514 0.075
H18 2.474 -0.736 -0.848
H19 -0.115 0.648 -1.659
H20 1.550 1.071 -1.992
H21 1.898 2.182 0.052
H22 0.434 2.772 -0.698
H23 0.621 2.258 1.973
H24 -1.065 0.629 2.464
H25 -1.627 0.364 -0.515
H26 -2.416 -0.358 0.852
H27 -0.926 -2.165 1.049
H28 -1.411 -1.998 -0.616
H29 2.011 0.035 5.339
H30 0.885 0.879 4.205
H31 2.689 0.969 3.965
F1 5.836 -2.711 7.372
C16 5.534 -2.252 6.137
C17 5.086 -3.131 5.165
F2 4.940 -4.455 5.451
C18 4.737 -2.649 3.913
F3 4.284 -3.548 2.966
C19 4.798 -1.259 3.584
S1 3.974 -0.647 2.190
C20 5.365 -0.414 4.576
F4 5.585 0.902 4.296
C21 5.679 -0.890 5.843
F5 6.110 -0.041 6.808

Relative energy (zero: lowest compared OMol25 entry of this formula, charge and spin) = 0.0 kcal/mol
Highest occupied orbital energy = -0.2922 hartree
Kohn-Sham gap = 0.256 Ha

[2]
Formula: C21H31F6N7O4PtS2
Source: OMol25
Level of theory: ωB97M-V/def2-TZVPD

Element x y z (Å)
Pt1 1.457 5.854 17.950
F1 -0.184 10.747 19.338
C1 1.082 10.419 19.031
F2 1.400 10.975 17.860
F3 1.869 10.939 19.966
S1 1.155 8.578 18.921
O1 0.720 8.186 20.237
O2 0.198 8.404 17.817
N1 2.583 8.096 18.482
S2 3.798 7.627 19.390
O3 3.478 6.335 20.046
O4 5.070 7.753 18.713
C2 4.089 8.733 20.861
F4 5.083 8.168 21.598
F5 4.502 9.957 20.463
F6 3.044 8.888 21.681
C3 2.613 1.294 16.662
C4 1.987 2.637 16.851
N2 1.506 3.693 16.955
H1 2.414 0.923 15.648
H2 2.221 0.578 17.393
H3 3.692 1.417 16.800
C5 0.097 1.910 23.411
C6 0.046 3.397 23.757
C7 1.419 3.971 24.197
C8 -0.659 4.317 22.765
N3 -0.056 4.489 21.472
C9 0.641 5.452 20.856
N4 0.746 5.086 19.601
N5 0.120 3.882 19.451
N6 -0.340 3.538 20.560
H4 0.376 1.337 24.320
H5 0.848 1.716 22.617
H6 -0.864 1.509 23.045
H7 -0.663 3.526 24.606
H8 2.092 3.962 23.326
H9 1.889 3.355 24.990
H10 1.338 5.011 24.557
H11 -0.725 5.307 23.261
H12 -1.695 3.932 22.589
H13 1.034 6.361 21.290
C10 6.506 5.120 17.376
C11 5.564 5.744 16.393
C12 6.065 6.476 15.311
C13 5.176 7.116 14.424
C14 5.707 7.839 13.211
C15 3.795 7.051 14.655
C16 3.249 6.350 15.768
C17 4.189 5.639 16.595
N7 1.937 6.384 16.102
C18 0.806 6.480 15.121
C19 0.667 7.939 14.669
C20 -0.524 5.970 15.726
C21 1.157 5.542 13.961
H14 7.504 5.067 16.955
H15 6.164 4.085 17.624
H16 6.484 5.717 18.308
H17 7.131 6.540 15.138
H18 6.803 7.830 13.199
H19 5.348 8.877 13.209
H20 5.341 7.348 12.295
H21 3.142 7.579 13.984
H22 3.808 4.983 17.403
H23 0.655 8.591 15.560
H24 -0.291 8.052 14.145
H25 1.476 8.221 14.018
H26 -0.892 6.632 16.542
H27 -0.376 4.947 16.087
H28 -1.280 5.954 14.918
H29 1.969 5.967 13.344
H30 0.308 5.316 13.294
H31 1.514 4.571 14.357

Highest occupied orbital energy (spin up / spin down) = -0.2591 / -0.3007 hartree
Kohn-Sham gap (spin up / spin down) = 0.267 / 0.253 Ha
Multiplicity = 3

[3]
Formula: C21H31IrN9OP
Source: OMol25
Level of theory: ωB97M-V/def2-TZVPD

Element x y z (Å)
Ir1 -0.054 -0.095 0.288
C1 0.015 4.905 -2.280
N1 -0.019 4.015 -1.157
C2 -0.089 4.354 0.154
C3 -0.102 3.189 0.868
N2 -0.035 2.121 0.026
C4 0.032 2.651 -1.230
P1 -0.050 1.789 -2.817
C5 -1.368 0.560 -2.512
N3 -1.559 -0.187 -1.397
C6 -2.778 -0.769 -1.522
C7 -3.347 -0.372 -2.706
N4 -2.470 0.465 -3.308
C8 -2.625 1.115 -4.575
C9 1.340 0.586 -2.459
N5 1.494 -0.177 -1.370
C10 2.683 -0.813 -1.493
C11 3.266 -0.427 -2.675
N6 2.416 0.450 -3.260
C12 2.606 1.113 -4.521
H1 0.017 5.935 -1.932
H2 0.909 4.731 -2.884
H3 -0.862 4.748 -2.913
H4 -0.119 5.369 0.497
H5 -0.183 3.090 1.932
H6 -3.178 -1.438 -0.784
H7 -4.293 -0.632 -3.137
H8 -3.535 0.764 -5.055
H9 -2.697 2.197 -4.443
H10 -1.773 0.898 -5.222
H11 3.048 -1.505 -0.759
H12 4.200 -0.720 -3.109
H13 3.520 0.755 -4.987
H14 1.765 0.912 -5.187
H15 2.685 2.191 -4.377
O1 0.037 -2.106 1.064
N7 0.037 -3.373 0.691
C13 -0.135 -3.760 -0.608
C14 -0.160 -5.089 -0.930
C15 -0.008 -6.068 0.064
C16 0.173 -5.645 1.389
C17 0.196 -4.312 1.676
H16 -0.246 -2.964 -1.330
H17 -0.301 -5.390 -1.954
H18 -0.030 -7.115 -0.183
H19 0.294 -6.362 2.184
H20 0.337 -3.916 2.669
N8 -0.105 0.066 5.734
C18 -0.909 1.071 4.992
C19 -1.077 0.598 3.540
N9 0.196 0.385 2.852
C20 1.017 -0.543 3.627
C21 1.221 -0.093 5.081
H21 -0.601 -0.834 5.728
H22 0.004 0.339 6.719
H23 -0.381 2.026 5.043
H24 -1.887 1.195 5.462
H25 -1.675 1.328 2.994
H26 -1.618 -0.352 3.534
H27 0.694 1.269 2.758
H28 1.990 -0.653 3.149
H29 0.516 -1.513 3.610
H30 1.736 0.870 5.128
H31 1.821 -0.828 5.622

Highest occupied orbital energy (spin up / spin down) = -0.5817 / -0.5947 hartree
Kohn-Sham gap (spin up / spin down) = 0.295 / 0.305 Ha
Charge = +3
Multiplicity = 2

[4]
Formula: C21H31MnNOP2S
Source: OMol25
Level of theory: ωB97M-V/def2-TZVPD

Element x y z (Å)
C1 -1.651 3.313 -2.461
C2 -1.403 2.044 -1.950
C3 -0.066 1.561 -1.880
C4 0.989 2.378 -2.291
C5 0.714 3.658 -2.787
C6 -0.592 4.128 -2.885
C7 2.395 1.854 -2.269
C8 2.491 0.365 -2.181
C9 1.382 -0.404 -1.811
C10 1.464 -1.829 -1.883
C11 2.655 -2.421 -2.290
C12 3.776 -1.650 -2.611
C13 3.681 -0.263 -2.559
H1 -2.684 3.661 -2.550
H2 1.551 4.278 -3.109
H3 -0.791 5.119 -3.281
H4 2.898 2.170 -3.193
H5 2.703 -3.518 -2.356
H6 4.707 -2.133 -2.914
H7 4.527 0.361 -2.838
N1 0.202 0.256 -1.428
Mn1 -1.015 -0.466 -0.282
C14 -2.519 1.167 -1.407
H8 -2.326 0.106 -1.718
H9 -3.501 1.479 -1.788
C15 0.292 -2.720 -1.504
H10 -0.576 -2.521 -2.154
H11 0.565 -3.781 -1.569
P1 -2.690 1.234 0.417
P2 -0.201 -2.450 0.260
C16 1.215 -3.106 1.159
H12 1.076 -2.984 2.242
H13 1.363 -4.169 0.918
H14 2.118 -2.550 0.876
C17 -1.656 -3.478 0.647
H15 -1.483 -4.537 0.417
H16 -1.872 -3.357 1.720
H17 -2.538 -3.113 0.096
C18 -2.946 2.936 0.890
H18 -3.898 3.320 0.493
H19 -2.965 3.002 1.987
H20 -2.124 3.555 0.507
C19 -3.953 0.115 1.040
H21 -3.887 0.109 2.135
H22 -4.961 0.439 0.753
H23 -3.796 -0.915 0.688
H24 2.962 2.330 -1.464
H25 -1.355 0.869 0.951
C20 1.870 -1.512 4.816
S1 1.305 -0.374 3.532
C21 0.197 0.652 4.515
O1 2.473 0.455 3.111
H26 1.019 -1.802 5.439
H27 2.645 -1.011 5.407
H28 2.282 -2.397 4.315
H29 0.053 0.201 5.501
H30 0.638 1.650 4.593
H31 -0.761 0.694 3.986

Highest occupied orbital energy (spin up / spin down) = -0.3411 / -0.3505 hartree
Kohn-Sham gap (spin up / spin down) = 0.249 / 0.249 Ha
Charge = +1
Multiplicity = 5

What did the third record say?
Formula: C21H31IrN9OP
Source: OMol25
Level of theory: ωB97M-V/def2-TZVPD

Element x y z (Å)
Ir1 -0.054 -0.095 0.288
C1 0.015 4.905 -2.280
N1 -0.019 4.015 -1.157
C2 -0.089 4.354 0.154
C3 -0.102 3.189 0.868
N2 -0.035 2.121 0.026
C4 0.032 2.651 -1.230
P1 -0.050 1.789 -2.817
C5 -1.368 0.560 -2.512
N3 -1.559 -0.187 -1.397
C6 -2.778 -0.769 -1.522
C7 -3.347 -0.372 -2.706
N4 -2.470 0.465 -3.308
C8 -2.625 1.115 -4.575
C9 1.340 0.586 -2.459
N5 1.494 -0.177 -1.370
C10 2.683 -0.813 -1.493
C11 3.266 -0.427 -2.675
N6 2.416 0.450 -3.260
C12 2.606 1.113 -4.521
H1 0.017 5.935 -1.932
H2 0.909 4.731 -2.884
H3 -0.862 4.748 -2.913
H4 -0.119 5.369 0.497
H5 -0.183 3.090 1.932
H6 -3.178 -1.438 -0.784
H7 -4.293 -0.632 -3.137
H8 -3.535 0.764 -5.055
H9 -2.697 2.197 -4.443
H10 -1.773 0.898 -5.222
H11 3.048 -1.505 -0.759
H12 4.200 -0.720 -3.109
H13 3.520 0.755 -4.987
H14 1.765 0.912 -5.187
H15 2.685 2.191 -4.377
O1 0.037 -2.106 1.064
N7 0.037 -3.373 0.691
C13 -0.135 -3.760 -0.608
C14 -0.160 -5.089 -0.930
C15 -0.008 -6.068 0.064
C16 0.173 -5.645 1.389
C17 0.196 -4.312 1.676
H16 -0.246 -2.964 -1.330
H17 -0.301 -5.390 -1.954
H18 -0.030 -7.115 -0.183
H19 0.294 -6.362 2.184
H20 0.337 -3.916 2.669
N8 -0.105 0.066 5.734
C18 -0.909 1.071 4.992
C19 -1.077 0.598 3.540
N9 0.196 0.385 2.852
C20 1.017 -0.543 3.627
C21 1.221 -0.093 5.081
H21 -0.601 -0.834 5.728
H22 0.004 0.339 6.719
H23 -0.381 2.026 5.043
H24 -1.887 1.195 5.462
H25 -1.675 1.328 2.994
H26 -1.618 -0.352 3.534
H27 0.694 1.269 2.758
H28 1.990 -0.653 3.149
H29 0.516 -1.513 3.610
H30 1.736 0.870 5.128
H31 1.821 -0.828 5.622

Highest occupied orbital energy (spin up / spin down) = -0.5817 / -0.5947 hartree
Kohn-Sham gap (spin up / spin down) = 0.295 / 0.305 Ha
Charge = +3
Multiplicity = 2